128
Properties=species:S:1:pos:R:3:forces:R:3:lowdin_charge:R:1 method="wB97M-V/def2-TZVPD" e_tot_ev=-219604.63764 homo_ev="0.735 / -2.914" spin_multiplicity=1 total_charge=-2
Rb 0.0801 1.8298 3.6843 0.3 -0.4 0.3 0.77
Ge 1.3345 -0.3248 0.1607 0.0 1.2 -1.7 -0.02
Ge -1.4406 -1.2630 0.4647 -0.4 0.6 0.1 0.01
S 2.0609 0.0967 2.0631 0.7 -0.4 0.2 0.03
S -0.7126 0.7426 -0.1386 0.4 0.1 0.1 0.33
S -1.5253 -1.5763 2.6548 3.5 -0.5 1.0 0.34
S 0.3214 -2.3371 -0.2438 0.6 -0.5 -0.4 0.29
O -0.7244 3.6517 2.0568 -2.6 0.4 0.4 -0.23
O 4.3118 5.5847 -2.2710 -3.1 -2.5 4.5 -0.16
O 6.2140 2.2245 0.7402 0.1 0.6 0.5 -0.03
O 0.2882 2.7176 6.1125 -2.6 -0.4 1.1 -0.61
N 3.1458 1.6450 5.3616 2.5 1.3 2.8 -0.07
C -1.0251 6.3209 -2.6231 6.3 -4.2 -8.4 -0.03
C 3.8197 2.0808 -2.5348 1.8 -1.6 0.0 -0.02
C -0.2648 -7.5508 0.2449 3.3 8.8 -4.5 -0.01
C -5.8006 -1.8138 -1.3874 -4.8 -0.6 -1.9 -0.14
C -1.1747 -5.8641 -1.4298 -0.6 3.2 -0.2 -0.03
C 1.5397 2.6276 -1.9850 -1.7 2.7 1.5 -0.12
C -3.6813 3.2651 -0.4255 0.8 3.4 2.4 -0.01
C 2.6588 1.6081 -1.9005 -0.3 5.5 -2.9 -0.26
C -2.6662 -4.0492 -0.4741 1.3 -0.3 -3.8 -0.20
C -4.0203 3.6730 0.9814 0.2 -5.7 -2.9 -0.24
C 2.6909 -2.0592 -3.2947 -1.5 -0.8 3.1 0.00
C 4.9848 1.2682 -2.6049 0.6 4.3 -1.9 -0.11
C 5.0112 0.0155 -2.1256 -1.3 -2.2 1.9 -0.05
C -0.9480 2.3371 6.8700 3.7 -1.1 -2.6 -0.43
C 0.5879 4.8541 -0.9914 -0.4 0.0 -3.4 -0.06
C -3.8280 0.9209 0.2104 1.6 -0.8 -4.0 -0.18
C 4.1371 -2.3309 0.2734 1.2 -2.6 -1.0 -0.18
C 3.2760 -2.7599 -1.9787 -1.8 0.3 -1.7 -0.20
C 3.8044 -0.4154 -1.4278 1.1 -0.3 -0.7 -0.18
C 4.0145 -3.7479 0.4501 -1.3 3.9 -5.1 -0.02
C 2.6520 0.4236 -1.3646 0.1 -5.9 3.7 -0.20
C -3.5568 -2.8936 -0.6680 -5.2 3.0 -1.4 -0.10
C -1.6653 -5.8046 0.9964 -2.0 0.9 -2.6 0.06
C -3.4789 1.9643 -0.7232 -2.1 -1.4 -1.4 -0.30
C 2.2764 3.7081 0.2340 2.0 -0.5 2.8 -0.07
C 1.4601 3.7187 -1.0733 0.7 -0.4 2.9 -0.24
C -1.8381 -4.6123 -1.6554 -1.2 -0.8 1.9 -0.29
C -3.2884 -1.5549 -0.2123 3.1 -4.9 -0.4 -0.26
C -2.5434 -4.6348 0.7016 -1.1 -1.3 5.4 -0.17
C 3.4839 -6.0683 -0.0457 -4.4 1.3 3.5 -0.04
C -0.0615 4.0832 -3.2278 -0.8 0.6 4.0 0.02
C -5.0894 -2.9512 -1.3200 7.5 3.0 3.5 0.02
C 3.5655 -4.6296 -0.5133 1.2 -0.6 0.2 -0.27
C -4.0195 1.2133 1.5069 -1.2 0.7 0.3 -0.29
C -1.3749 0.8624 6.5568 -3.6 0.9 -3.4 -0.15
C -3.6280 -4.2920 1.8704 -2.9 1.2 -11.3 -0.01
C 5.0756 -1.6178 1.2727 -5.3 3.4 0.5 -0.04
C -5.3293 -0.5289 -1.0840 -0.8 0.9 3.0 -0.02
C 0.4849 1.7551 -4.0264 -2.4 -6.4 -5.1 -0.09
C -4.0931 -0.5067 -0.3896 -2.4 4.5 -0.5 -0.25
C 3.6951 -1.8948 -0.9902 1.4 2.7 0.9 -0.20
C -4.1052 5.0041 1.5074 4.9 1.9 3.4 -0.09
C -3.2113 1.6874 -2.2169 -0.9 4.0 -0.5 -0.06
C 3.2956 -4.1417 -1.7954 -0.2 1.9 2.0 0.00
C -1.0003 -6.2804 -0.1958 -1.8 -3.5 6.0 -0.27
C -4.3936 2.5100 1.7886 2.8 4.8 0.0 0.01
C -1.7806 -3.9457 -2.8298 1.5 1.6 -0.3 0.06
C -4.2049 0.1363 2.4705 -1.2 4.3 4.9 -0.05
C -0.1768 5.1539 -2.1347 -0.3 -4.6 -2.8 -0.26
C 0.5565 2.8071 -2.9981 0.4 1.8 -2.3 -0.23
H 14.0035 -1.0096 -1.2911 0.0 0.0 0.0 -0.40
H -5.0270 0.5910 3.2008 1.0 -1.8 -1.5 0.14
H -3.3998 -0.0277 3.1988 0.1 -0.1 -0.8 0.02
H -1.6676 3.4786 1.7928 0.8 0.1 0.7 0.04
H -3.9257 2.3746 -3.0080 1.2 -2.6 2.3 0.16
H -1.6862 6.2361 -3.7828 2.2 0.1 4.2 0.19
H -0.6044 -6.2154 -2.2076 1.1 -1.2 -1.9 0.10
H 2.5956 -6.6081 -0.4431 0.5 0.5 0.0 0.04
H -1.2615 6.9419 -1.9700 -3.3 5.4 5.7 -0.06
H 4.5665 -0.5047 1.2618 1.8 -2.3 0.4 0.07
H -4.5883 2.8819 2.7862 -0.4 -0.8 0.5 0.11
H -3.3137 -4.5582 2.6541 5.5 -2.8 11.4 -0.07
H 4.0858 4.8871 -1.4098 1.6 2.4 -3.5 0.12
H -2.5541 0.7756 6.7488 2.4 -0.2 0.0 0.09
H -1.7889 3.0109 6.8126 -0.5 0.4 -0.6 0.06
H -0.2448 -7.7727 1.1965 0.8 -0.1 5.1 0.02
H -0.8056 4.3473 -3.9701 0.4 -1.0 -0.7 0.08
H -5.3259 -3.8497 -1.6365 -1.7 -4.2 -1.4 0.04
H 4.2330 -3.8813 1.3769 1.3 -2.6 5.7 0.04
H 2.6780 4.8403 0.5139 -0.6 -2.9 -0.8 0.12
H 0.0650 -1.7068 2.8423 -3.3 0.4 -0.6 -0.05
H 2.8319 -4.6800 -2.5368 -0.6 -1.7 -1.6 0.08
H 0.4171 1.5295 -5.2991 0.3 3.0 2.8 0.15
H 0.1470 6.7913 -2.8708 -3.4 0.0 -0.5 0.16
H 1.6283 3.4541 1.2481 1.5 0.4 -2.8 0.10
H -0.3770 3.7210 1.1957 1.2 0.2 -1.9 -0.04
H 3.0988 -5.8490 1.2027 1.4 -1.3 -3.6 0.17
H -7.0393 -2.1043 -1.7617 3.8 1.6 1.0 0.18
H 6.2264 1.3813 0.3197 0.0 -1.4 -0.2 0.00
H -2.2757 2.1820 -2.4872 0.4 -0.3 0.3 0.03
H 1.1789 0.9366 -4.0052 1.7 0.3 1.2 0.01
H -4.8910 5.4414 1.1275 -4.1 2.8 -2.4 0.01
H -0.4086 -8.3676 -0.1867 -2.0 -6.8 -4.5 0.00
H 3.6791 2.2928 6.1750 -1.2 -2.8 -2.8 0.08
H 0.6351 -7.1077 -0.3293 0.3 -1.7 2.0 0.11
H -4.1914 -5.2194 1.7242 -1.5 0.5 -0.5 0.09
H 3.4019 5.9818 -2.1266 1.4 0.0 -1.0 0.03
H 6.0439 -1.5879 0.9464 2.5 0.1 -1.1 0.03
H 4.2580 -6.7729 -0.0869 1.7 -0.4 0.0 0.03
H -0.5951 2.3674 7.8532 0.0 -0.1 2.1 0.05
H 3.1902 2.8571 0.2723 -2.4 2.6 -0.1 0.13
H -0.3361 0.8359 -4.0951 0.4 2.7 1.7 0.12
H 0.7615 5.6254 -0.2706 -0.1 0.0 0.8 0.10
H -1.3390 0.5645 5.3651 -0.1 0.9 2.8 0.02
H 5.9240 -0.5991 -2.2488 -0.9 0.1 0.3 0.13
H 5.0748 -1.9170 2.3497 -0.5 -0.2 -1.1 0.09
H 5.9796 2.7690 -0.0020 -0.2 0.8 -0.4 0.01
H -0.7844 -4.1281 -3.5664 -3.5 0.8 1.8 0.14
H -6.0271 0.4205 -0.8381 1.6 -2.4 -1.4 0.18
H -4.1963 -3.3633 2.0194 0.3 -0.4 -0.9 0.09
H 5.8758 1.8402 -3.1402 -1.6 -1.8 1.2 0.15
H 3.9899 3.0260 -3.0139 -0.9 0.6 0.1 0.10
H 2.2321 2.0673 5.5675 -0.6 -1.3 0.1 -0.09
H -4.3365 5.0017 2.5985 0.4 -0.2 -0.6 0.09
H -1.8561 -6.6555 1.7660 0.3 2.4 -0.9 0.15
H -4.4303 -0.6288 1.8753 -1.3 -3.9 -1.1 0.02
H 2.0611 -2.6788 -3.9272 1.4 -0.5 -1.0 0.07
H -3.0862 0.6641 -2.3320 -0.2 -1.8 -1.1 0.03
H -11.3733 0.8318 -10.6484 0.0 0.0 0.0 -0.60
H -0.8426 0.0573 6.9841 0.7 -0.6 1.0 0.02
H -2.4425 -3.0315 -2.5725 1.6 -0.7 -2.3 0.08
H 1.8690 -1.3437 -3.1001 0.0 -0.3 1.3 0.06
H 3.3963 -1.3001 -3.4563 1.4 0.3 -2.3 0.04
H -3.1616 5.8266 1.4173 -2.3 -2.7 -0.1 0.16
H 3.2987 0.5867 5.5590 -0.9 2.8 0.0 0.03
H -3.4191 4.0084 -1.2647 -0.5 -0.8 1.6 0.14


15
Properties=species:S:1:pos:R:3:forces:R:3:lowdin_charge:R:1 method="wB97M-V/def2-TZVPD" e_tot_ev=-8270.65537 homo_ev=-21.142 e_above_lowest_kj_mol=329.3 spin_multiplicity=1 total_charge=+2
N 1.7834 0.9482 0.0562 3.5 -2.9 -3.3 0.24
N -1.4006 0.9550 -0.1778 -0.2 0.5 0.6 0.09
C -1.3278 -0.4089 -0.5923 1.4 -2.0 -2.6 -0.10
C -0.1258 -1.0724 0.1435 -0.5 0.8 -2.3 -0.08
C 2.4573 0.0827 -0.4350 -1.1 3.9 1.0 0.43
C 0.7729 0.0541 0.6298 -6.4 1.3 2.5 -0.17
C -0.5793 1.3031 0.7177 4.4 0.6 1.0 0.19
H -0.1564 2.2633 1.3338 -2.1 -1.9 -1.8 0.23
H 0.3186 -1.7940 -0.5307 0.1 -0.3 0.0 0.14
H -1.0772 -0.3711 -1.7216 -0.9 -0.2 1.6 0.18
H -2.1375 1.3934 -0.7548 0.2 1.1 1.2 0.22
H -2.3013 -0.8979 -0.4114 0.5 0.1 -0.2 0.17
H 1.1542 -0.2194 1.5604 0.4 0.0 1.8 0.13
H -0.5121 -1.5849 0.9908 0.1 -0.4 1.0 0.14
H 3.1317 -0.6512 -0.8087 0.6 -0.7 -0.5 0.18


12
Properties=species:S:1:pos:R:3:forces:R:3:lowdin_charge:R:1 method="wB97M-V/def2-TZVPD" e_tot_ev=-45854.04861 homo_ev="-9.041 / -9.220" e_above_lowest_kj_mol=238.6 spin_multiplicity=1
Cl 2.0609 -2.3531 0.2424 0.0 -0.5 -0.1 0.65
Cl 0.1623 -2.3430 -1.9847 0.0 -0.3 0.2 0.61
Cl -2.4857 0.0992 -0.1043 0.6 0.6 0.2 0.65
O -1.8898 3.0178 0.2846 2.2 0.6 -0.1 0.02
O 1.4246 0.5284 0.3115 -2.9 3.4 -0.2 0.04
C -0.9475 0.9306 0.1179 0.3 -0.6 -0.2 -0.63
C 0.1488 0.1959 0.1985 1.5 -2.2 -0.3 -0.17
C 0.4447 -2.3389 -0.3070 -0.4 2.1 0.3 -1.05
C -0.8337 2.4004 0.2192 -3.6 -1.4 0.2 -0.25
H 2.0347 -0.1522 0.3790 1.7 -2.7 0.2 -0.02
H -0.3279 -2.6660 0.3761 0.2 -0.2 -0.2 0.03
H 0.2084 2.6810 0.2668 0.4 1.2 0.1 0.12


10
Properties=species:S:1:pos:R:3:forces:R:3:lowdin_charge:R:1 method="wB97M-V/def2-TZVPD" e_tot_ev=-9315.84817 homo_ev=-10.282 e_above_lowest_kj_mol=275.2 spin_multiplicity=1 smiles="O=C1CO1.C=O"
O -0.5802 0.7794 -1.0956 -0.1 0.5 0.2 -0.01
O 1.3413 -1.3743 -0.4604 0.3 0.1 0.0 0.10
O 1.4088 0.4037 1.0921 -0.2 -0.6 -0.4 0.12
C 0.9899 -0.5525 0.5105 0.0 0.3 0.4 -0.53
C 0.0514 -1.6282 0.2697 -0.2 -0.1 0.1 0.03
C -0.7603 1.7987 -0.4736 0.0 -0.3 -0.3 -0.09
H -0.2036 2.0085 0.4579 -0.1 0.0 -0.1 0.08
H -1.4886 2.5425 -0.8393 0.1 0.1 0.1 0.09
H 0.0721 -2.5307 0.8749 0.0 0.1 -0.1 0.11
H -0.8310 -1.4471 -0.3363 0.2 -0.1 0.1 0.10


12
Properties=species:S:1:pos:R:3:forces:R:3:lowdin_charge:R:1 method="wB97M-V/def2-TZVPD" e_tot_ev=-9679.14753 homo_ev=-10.133 e_above_lowest_kj_mol=59.3 spin_multiplicity=1 smiles="C=C(CF)CF"
F -2.1644 -0.8517 -0.4008 -0.3 0.3 -0.1 -0.04
F 1.9966 -0.9389 -0.6256 0.0 -0.6 -1.0 -0.03
C -0.0506 0.2210 -0.0160 -0.2 0.2 -0.8 -0.28
C -0.6687 1.3535 -0.3146 0.4 0.3 -0.5 0.08
C -0.9017 -0.9828 0.1305 0.3 -1.2 0.8 -0.20
C 1.4463 0.0208 0.1642 -0.2 1.1 1.9 -0.19
H -0.4451 -1.8331 -0.3730 0.1 -0.1 0.0 0.12
H -1.0214 -1.2272 1.1995 0.0 -0.1 -0.2 0.14
H -0.0869 2.2197 -0.5681 0.1 0.4 0.2 0.06
H 1.6009 -0.3533 1.2031 0.0 0.4 -0.4 0.13
H -1.7483 1.4132 -0.4574 0.4 -0.1 0.2 0.08
H 2.0433 0.9590 0.0582 -0.7 -0.6 -0.1 0.13